Below is 5 unconnected molecules or ions with the total composition C11H33O6 at a distorted geometry, with properties calculated with wB97M-V/def2-TZVPD.

Calculated values
Spin multiplicity: 1
Charge: +1
E_LUMO in eV: -2.254
Maximum force in eV/A: 11.40

XYZ file:
```
50
Properties=species:S:1:pos:R:3:forces:R:3
O -0.66468 -0.89368 -0.70720 0.62 -0.98 -0.01
H 0.15132 -1.47568 -0.75420 -0.55 -1.28 0.35
H -0.17668 -0.07568 -0.94320 -0.54 1.97 0.01
H -1.09168 -0.88468 0.22880 0.16 0.01 -1.03
C -0.48868 -0.22368 2.70980 -2.01 -3.72 -0.86
C -1.55968 -1.26568 2.62880 4.56 -1.34 -3.55
O -2.21368 -1.09568 1.37480 -0.73 -0.34 0.30
O 0.38332 -0.25268 1.61680 -3.07 -3.80 -0.96
H -0.35168 -0.05868 3.70780 3.24 -1.25 3.30
H -0.84968 0.66832 2.70480 -3.78 5.89 -1.34
H -2.21968 -1.33668 3.35980 -2.91 0.47 3.58
H -1.02268 -2.26668 2.66680 -0.56 0.81 -0.36
H -3.14468 -1.28268 1.56680 0.18 0.10 -0.90
H 1.03132 0.22032 1.96380 5.52 3.35 1.36
C -2.02568 2.82632 0.59580 -5.81 -0.33 3.58
C -1.08668 3.95532 0.64980 1.24 -3.49 2.60
C -0.11668 3.85232 1.79080 1.26 -2.12 0.74
O -0.44768 4.10132 -0.52720 0.65 0.33 -3.66
H -3.00668 2.98132 0.01080 1.62 0.17 0.62
H -2.48468 2.31132 1.65280 1.34 2.14 -2.30
H -1.61568 2.00132 0.25480 2.28 -4.05 -2.21
H -1.68268 4.68432 0.82280 -3.54 5.81 1.10
H -0.52068 3.83332 2.82880 -0.25 0.50 -0.97
H 0.70032 4.57332 1.72380 -0.16 -0.05 -0.01
H 0.31532 2.80432 1.71680 0.10 1.05 -0.02
H -1.15868 4.26532 -1.19920 1.14 -0.06 0.58
C 2.24332 2.51332 -2.21820 2.74 0.69 -1.36
C 0.94432 1.80732 -2.53620 8.14 -7.66 2.25
C 1.24432 0.25332 -3.07620 -3.37 4.03 -7.54
O 0.33532 1.46632 -1.40220 -2.18 -1.81 3.28
H 2.85532 2.02832 -1.31220 -1.73 1.14 -1.89
H 2.09932 3.65632 -2.10320 0.36 -1.91 0.12
H 2.94532 2.34732 -3.16520 -1.29 0.66 1.98
H 0.33432 2.19232 -3.12520 -4.99 4.04 -5.70
H 1.70232 -0.34368 -2.45620 2.97 -2.67 3.70
H 1.83932 0.28232 -4.15320 -1.37 -0.14 2.87
H 0.23732 -0.32368 -3.34720 1.80 1.55 0.55
H 0.13132 2.28032 -1.00020 -0.88 1.82 1.74
C 1.26932 -4.27468 0.97380 -1.06 2.59 -2.02
C 1.03732 -4.20968 -0.53420 -1.81 -0.42 1.22
C -0.41968 -4.61568 -0.79020 -0.61 1.79 0.13
O 1.26832 -2.89568 -1.06320 -0.06 1.76 0.23
H 0.74032 -4.98468 1.47580 -1.20 -2.67 0.91
H 0.81132 -3.37268 1.38980 -0.06 0.39 -0.29
H 2.22732 -4.21968 1.29880 3.16 -0.18 0.79
H 1.55332 -4.73568 -1.26820 1.71 -2.11 -0.15
H -1.11968 -3.95968 -0.08120 1.03 -1.75 -1.91
H -0.67568 -5.66868 -0.96020 0.39 -0.20 1.76
H -0.48568 -4.45668 -1.84920 -0.95 1.53 -0.75
H 2.22932 -2.73268 -1.14120 -0.74 -0.27 0.15
```
Forces are in eV/Å.

=====

Below is 2 unconnected molecules or ions with the total composition C6H14O at a distorted geometry, with properties calculated with wB97M-V/def2-TZVPD.

Calculated values
Spin multiplicity: 1
Charge: 0
Structure (SMILES): C=C(CC)CC.O
E_LUMO in eV: 0.849
Maximum force in eV/A: 1.70

XYZ file:
```
21
Properties=species:S:1:pos:R:3:forces:R:3
C -0.26160 1.58863 1.18062 -0.36 0.48 0.48
C -0.15215 0.28020 0.98984 0.89 0.54 -1.35
C 1.23088 -0.37192 0.91072 -0.88 0.25 -0.05
C 2.13045 0.00174 2.07885 -0.75 -0.27 0.16
C -1.25982 -0.58602 0.46970 -0.50 -0.61 0.72
C -2.68896 -0.04653 0.51237 0.96 0.62 -0.15
H 0.56199 2.29192 1.24035 0.31 -0.42 0.36
H -1.20639 2.08778 1.32638 -0.39 -0.10 -0.39
H 1.65365 -0.18174 -0.07968 0.24 0.27 0.13
H 1.03174 -1.42734 0.89650 0.15 -0.76 0.20
H 2.37506 1.05745 2.04962 0.60 -0.01 -0.08
H 2.95800 -0.68999 2.17352 0.59 0.33 -0.24
H 1.57231 -0.12539 3.00638 -0.20 -0.02 0.05
H -1.22643 -1.53293 1.02582 -0.06 -0.02 -0.06
H -1.02165 -0.86989 -0.56141 0.20 0.13 0.02
H -2.96121 0.19453 1.53616 -0.33 -0.24 0.10
H -3.34729 -0.76340 0.03884 -0.34 -0.05 0.18
H -2.73585 0.89636 -0.03940 -0.12 -0.10 -0.10
O 0.70968 -0.62798 -4.86592 0.10 0.06 0.07
H 1.64004 -0.38162 -4.78475 -0.22 -0.13 -0.11
H 0.65273 -1.23184 -5.61348 0.12 0.07 0.05
```
Forces are in eV/Å.

=====

Number 1: gap between HOMO and LUMO 11.10 eV. Number 2: gap between HOMO and LUMO 9.93 eV.